214
Properties=species:S:1:pos:R:3:forces:R:3 method="wB97M-V/def2-TZVPD" total_charge=0 e_homo_ev=-7.9 energy_ha=-4224.55099 fmax_ha_per_bohr=0.1592 homo_lumo_gap_ha=0.2889
C 16.433 20.003 24.543 0.0 2.0 0.9
O 16.105 20.242 25.674 -1.3 -0.9 2.1
N 15.935 19.225 23.643 -2.8 -4.0 -1.5
N 17.273 20.805 23.958 3.6 3.3 -1.1
H 15.338 18.499 24.014 0.1 -0.3 -0.7
H 16.426 19.146 22.764 -0.6 -0.4 0.3
H 17.480 21.608 24.535 0.7 -0.1 -0.5
H 17.764 20.558 23.111 0.1 0.6 0.4
C 14.065 13.242 13.550 4.0 -1.4 1.3
O 14.801 12.319 13.272 2.4 -0.8 0.1
N 12.900 13.227 13.115 -7.7 0.2 -2.8
N 14.302 14.264 14.353 1.9 1.9 1.9
H 12.591 12.381 12.657 -0.1 0.5 0.0
H 12.288 13.989 13.369 -0.5 -0.5 -0.4
H 15.260 14.417 14.634 -0.4 0.3 0.1
H 13.572 14.884 14.674 0.3 -0.1 -0.1
C 8.370 17.378 16.476 -0.7 0.4 3.1
O 8.310 17.488 17.704 0.2 0.7 -0.5
N 8.509 18.269 15.542 0.7 4.6 -1.2
N 8.175 16.252 15.926 -0.5 -6.7 -2.2
H 8.772 17.999 14.605 -0.3 0.6 0.3
H 8.298 19.217 15.820 0.5 0.1 -0.6
H 8.177 15.409 16.482 0.0 0.0 0.1
H 8.124 16.110 14.928 -0.2 0.2 0.3
C 12.693 20.769 22.699 0.2 -1.0 0.9
C 11.572 19.984 22.084 1.3 -0.8 0.5
O 11.503 18.671 22.679 -0.7 0.7 -0.5
O 12.446 20.812 24.159 0.3 0.8 -2.2
H 12.714 21.690 22.117 0.0 0.8 0.7
H 13.661 20.290 22.546 0.0 -0.2 0.0
H 11.850 19.762 21.054 -0.4 0.4 -0.2
H 10.718 20.652 22.194 -0.7 -0.7 -0.2
H 11.069 18.760 23.531 0.0 -0.1 0.3
H 13.144 21.391 24.473 0.1 0.0 0.6
C 8.049 18.716 20.965 0.4 -0.3 2.1
C 8.155 17.287 21.494 -1.7 -1.0 -0.8
O 9.422 16.745 21.744 0.4 0.3 0.6
O 8.814 18.840 19.850 1.1 0.7 -1.0
H 8.470 19.362 21.734 0.1 0.3 0.2
H 7.039 19.091 20.806 -0.5 -0.5 0.1
H 7.766 16.584 20.758 -0.5 0.3 -0.7
H 7.439 17.101 22.295 0.4 0.4 0.8
H 10.107 17.401 21.596 0.2 0.3 0.2
H 8.505 18.155 19.253 0.2 0.0 -0.9
C 11.268 22.778 18.725 1.4 0.7 -2.9
C 12.374 23.429 17.883 1.5 -0.5 1.4
O 12.830 24.719 18.327 -0.2 -0.2 -1.3
O 10.091 23.384 18.231 -1.2 0.0 1.6
H 11.516 22.901 19.779 -0.9 0.2 0.1
H 11.345 21.730 18.434 -0.4 -0.4 0.5
H 12.129 23.390 16.822 -0.6 1.0 0.0
H 13.225 22.749 17.834 0.6 -0.1 0.7
H 12.682 24.928 19.253 -0.3 -0.6 0.0
H 9.983 23.164 17.303 0.2 -0.1 0.1
C 18.449 15.751 23.913 -2.0 -0.2 1.2
C 17.249 14.730 23.999 1.9 0.5 -2.1
O 16.728 14.523 22.636 1.1 0.7 1.5
O 17.976 17.057 23.726 0.1 0.9 -0.8
H 19.212 15.421 23.208 -0.1 0.0 -0.2
H 18.870 15.860 24.913 0.3 -0.7 0.0
H 16.448 15.056 24.663 0.3 0.0 0.2
H 17.829 13.870 24.331 -0.8 -0.7 0.3
H 15.918 14.014 22.719 -0.3 -0.4 0.1
H 17.756 17.189 22.801 -0.1 -0.2 -0.1
C 17.909 16.869 14.631 -0.4 0.8 -0.7
C 18.939 16.924 13.529 0.5 -0.8 -0.1
O 20.132 16.195 13.907 -0.4 0.8 -0.3
O 16.971 15.781 14.436 0.8 1.0 0.7
H 17.424 17.845 14.604 -1.0 -0.3 -0.2
H 18.371 16.922 15.616 0.2 -0.7 0.1
H 19.148 17.952 13.234 0.7 -0.1 0.5
H 18.554 16.471 12.615 -0.4 -0.1 0.0
H 19.825 15.296 14.048 0.3 -0.2 0.0
H 17.499 14.997 14.606 -0.1 -0.4 0.0
C 9.661 13.023 16.170 1.3 -1.2 1.3
C 11.049 13.544 15.932 1.2 0.0 -1.4
O 11.050 14.693 15.083 -0.2 -0.1 -0.4
O 9.043 13.876 17.044 -2.0 2.3 1.3
H 9.725 12.133 16.796 0.3 -1.1 -1.1
H 9.017 12.918 15.297 0.4 -0.2 -0.1
H 11.701 12.821 15.441 -0.2 -0.2 -0.1
H 11.603 13.861 16.815 -0.5 -0.4 0.7
H 10.376 15.262 15.461 -0.1 0.5 0.0
H 9.410 13.811 17.929 0.1 0.0 0.0
C 13.631 14.449 22.271 -0.3 0.0 -0.9
C 13.683 15.418 23.409 1.3 0.7 1.3
O 13.090 14.889 24.621 -0.2 -0.2 -1.1
O 14.269 13.212 22.583 -0.5 0.0 0.5
H 14.231 14.754 21.414 -0.3 0.9 0.2
H 12.614 14.323 21.901 -0.1 -0.4 0.1
H 13.346 16.430 23.186 -0.9 -0.2 -0.4
H 14.745 15.615 23.554 0.2 -0.2 0.4
H 13.569 15.144 25.412 0.2 0.2 -0.3
H 13.668 12.727 23.153 0.1 -0.3 0.3
C 19.266 20.458 13.994 0.1 0.5 0.1
C 19.210 21.962 14.555 -0.6 -1.2 0.7
C 17.760 22.441 14.487 -1.1 0.4 -1.0
C 16.811 22.175 15.601 1.4 -0.2 2.2
C 17.541 22.433 17.013 -1.9 -1.1 -2.0
C 18.893 21.773 17.144 0.5 -0.5 -1.1
N 19.704 22.064 15.930 -3.6 1.8 0.2
O 21.021 21.913 16.080 1.9 -0.8 0.1
C 19.530 22.436 18.333 0.7 -0.1 1.8
C 18.694 20.210 17.366 0.2 1.1 0.2
C 19.982 22.915 13.674 0.6 -0.5 -0.8
H 18.840 20.342 12.998 0.1 0.5 -0.3
H 18.690 19.723 14.556 -0.1 0.4 0.6
H 20.274 20.045 13.945 0.2 0.2 0.0
H 17.669 23.508 14.281 0.6 0.2 -0.1
H 17.261 21.955 13.649 0.4 0.1 -0.6
H 16.504 21.131 15.532 -0.2 -0.2 0.4
H 15.917 22.792 15.511 0.0 0.0 0.1
H 16.883 21.865 17.670 -0.1 0.8 0.8
H 17.623 23.501 17.213 -0.3 -0.1 0.1
H 19.593 23.521 18.420 -0.1 0.2 -1.2
H 18.907 22.240 19.206 -0.1 -0.5 0.2
H 20.537 22.097 18.576 0.0 -0.3 -0.1
H 19.644 19.677 17.312 0.0 -0.1 -0.3
H 18.289 19.960 18.347 0.0 0.3 0.2
H 17.962 19.847 16.645 0.3 -0.2 -0.2
H 19.537 22.832 12.683 0.1 0.1 -0.2
H 21.030 22.624 13.599 0.0 0.1 0.0
H 19.923 23.961 13.972 -0.1 -0.2 0.3
H 21.116 20.958 16.064 1.0 -0.6 0.0
C 11.561 18.484 11.718 -0.8 -1.3 0.0
C 11.546 19.887 12.235 2.3 1.1 1.4
C 12.823 20.134 13.125 -1.0 -0.3 0.3
C 14.082 20.279 12.378 1.2 0.3 -1.4
C 13.925 21.452 11.429 -0.3 0.8 0.2
C 12.720 21.318 10.452 1.3 0.4 -0.6
N 11.519 20.903 11.168 1.6 1.1 2.7
O 10.368 20.918 10.457 -1.0 -0.4 -0.7
C 12.473 22.684 9.791 -1.2 0.1 -0.3
C 13.105 20.321 9.304 -0.1 0.0 1.4
C 10.448 20.066 13.250 -2.0 0.0 -0.1
H 12.516 18.054 11.414 0.0 0.3 0.0
H 10.849 18.352 10.904 0.0 0.0 -0.4
H 11.135 17.840 12.486 0.3 -0.3 0.2
H 12.695 21.008 13.763 -0.3 0.7 -0.5
H 12.907 19.426 13.950 -0.2 -1.0 -0.4
H 14.371 19.464 11.716 -0.1 -0.7 0.6
H 14.864 20.467 13.115 0.4 -0.1 -0.3
H 14.771 21.715 10.793 0.3 -0.6 0.0
H 13.884 22.307 12.104 -0.8 0.5 -0.3
H 11.486 22.628 9.332 -0.2 0.0 0.1
H 12.426 23.532 10.475 0.2 -0.2 0.2
H 13.081 22.946 8.925 0.7 -0.3 0.3
H 13.181 19.341 9.776 -0.4 -0.3 -0.4
H 12.314 20.393 8.558 0.3 -0.4 -0.3
H 14.113 20.478 8.922 -0.2 0.5 -0.4
H 10.493 19.436 14.138 0.9 -0.2 -0.1
H 9.502 19.746 12.814 -0.4 0.4 -0.2
H 10.331 21.082 13.628 0.1 0.1 -0.4
H 10.346 20.044 10.060 -0.5 -0.4 -0.7
C 11.521 17.461 18.885 -0.7 -0.4 1.0
C 12.827 17.666 18.137 -0.5 0.7 -2.2
C 12.787 19.211 17.776 1.5 0.3 -0.1
C 14.174 19.806 17.332 -0.8 -2.4 0.0
C 15.201 19.380 18.340 1.1 -0.2 -0.3
C 15.374 17.845 18.630 -0.1 0.7 -0.6
N 14.010 17.361 18.880 0.8 2.0 2.0
O 14.021 16.087 19.356 -0.2 -1.3 0.2
C 16.054 17.069 17.407 -0.4 1.6 0.5
C 16.314 17.664 19.888 -0.9 0.0 -0.8
C 12.735 16.802 16.855 0.2 0.0 -0.5
H 11.106 16.471 19.072 0.8 -0.7 -0.3
H 10.681 17.899 18.346 0.3 0.5 0.0
H 11.562 17.863 19.897 0.1 0.5 -0.1
H 12.107 19.385 16.942 -0.5 -0.2 0.4
H 12.468 19.693 18.700 -0.3 0.3 -0.2
H 14.346 20.874 17.199 -0.9 0.1 -0.2
H 14.401 19.278 16.406 0.1 0.3 -0.5
H 14.942 19.998 19.199 0.4 -0.5 0.7
H 16.134 19.755 17.918 0.4 -0.1 0.5
H 15.705 17.480 16.459 -0.5 -0.3 -0.1
H 17.117 17.305 17.358 0.1 -0.4 0.4
H 15.874 15.995 17.440 0.2 0.0 0.0
H 17.344 17.891 19.611 0.0 0.1 -0.2
H 16.025 18.343 20.690 -0.2 -0.1 0.0
H 16.287 16.632 20.239 -0.1 0.0 0.1
H 13.459 17.041 16.075 0.1 0.4 0.0
H 11.750 16.843 16.391 -0.1 0.2 0.1
H 12.926 15.746 17.047 -0.2 -0.2 0.4
H 14.286 15.584 18.583 0.1 -1.0 -0.1
C 16.323 13.326 19.419 -0.2 -0.5 -0.6
C 15.841 11.875 18.976 0.1 0.4 -0.6
C 16.754 11.323 17.888 1.5 0.7 0.6
C 18.119 10.927 18.480 -0.9 -0.3 -2.3
C 17.985 9.861 19.521 1.0 1.8 1.1
C 17.057 10.295 20.659 -0.8 0.0 0.8
N 15.841 10.866 20.063 -1.3 -0.5 -2.3
O 14.747 11.143 20.906 1.1 -0.3 0.3
C 16.661 8.967 21.366 0.5 0.5 0.3
C 17.693 11.284 21.686 1.0 -0.9 0.5
C 14.413 12.038 18.294 1.1 0.0 1.0
H 17.225 13.432 20.021 -0.1 -0.5 0.1
H 15.545 13.901 19.921 -0.2 -0.1 0.1
H 16.544 13.850 18.488 -0.1 0.2 -0.1
H 16.356 10.488 17.310 -0.4 0.0 0.3
H 17.075 12.095 17.189 -0.8 0.3 -0.3
H 18.689 11.836 18.672 0.0 -0.2 0.8
H 18.570 10.518 17.576 0.8 -0.3 0.2
H 18.953 9.850 20.023 0.3 -1.0 -0.1
H 17.701 8.908 19.076 0.0 0.1 0.2
H 16.157 9.209 22.301 -1.0 -0.3 -0.4
H 16.211 8.309 20.621 -0.9 0.3 0.4
H 17.478 8.346 21.732 0.8 0.5 -0.2
H 17.013 11.770 22.386 -0.5 0.3 -0.6
H 18.299 10.737 22.408 0.2 -0.6 -0.1
H 18.430 11.991 21.303 -0.5 0.3 -0.4
H 13.730 12.382 19.070 -0.5 -0.6 -0.2
H 14.190 11.113 17.761 -0.5 -0.2 0.6
H 14.368 12.794 17.509 0.7 0.3 0.0
H 14.986 12.017 21.223 -0.6 0.4 0.8